[1]
Formula: CHF3MgNO3PbS2
Source: the Open Molecules 2025 dataset
Level of theory: ωB97M-V/def2-TZVPD

```
13
Properties=species:S:1:pos:R:3
Mg 2.5973 -0.6095 1.1774
N 0.5252 -0.2283 -1.4389
S 1.9320 0.8200 -1.4483
O 3.0169 0.0301 -0.5442
S -0.2389 -0.1947 -0.1168
O 0.5619 -0.6161 1.1732
O -1.4031 -1.1369 -0.0372
C -0.9142 1.5232 0.4129
F -0.0604 2.1119 1.2167
F -1.0949 2.2405 -0.6679
F -2.0578 1.3321 1.0303
Pb -0.8874 -2.2452 1.6849
H -1.9766 -3.0271 -2.4422
```

Results
Kohn-Sham gap (alpha / beta): 5.207 / 4.357 eV
E_LUMO (alpha / beta): -6.35 / -6.13 eV
spin multiplicity: 1
E_HOMO (alpha / beta): -11.55 / -10.49 eV
energy: -1807.65917 hartree
total charge: +1


[2]
Formula: CHF3MgNO3S2Tl
Source: the Open Molecules 2025 dataset
Level of theory: ωB97M-V/def2-TZVPD

```
13
Properties=species:S:1:pos:R:3
Mg 0.8480 -0.1931 2.8640
N -1.1387 0.9605 0.4148
S -1.9339 -0.0796 1.5832
O -1.0193 0.0500 2.9114
S 0.1420 0.3519 -0.1522
O 1.2792 0.0063 0.8839
O 0.8972 1.2363 -1.0997
C -0.0618 -1.3347 -1.0499
F 0.1928 -2.3175 -0.2188
F -1.2916 -1.4155 -1.4922
F 0.7866 -1.3588 -2.0524
Tl 2.6390 1.2042 -0.1367
H -1.3394 2.8899 -2.4554
```

Results
Kohn-Sham gap (alpha / beta): 6.468 / 4.879 eV
E_LUMO (alpha / beta): -10.68 / -11.35 eV
spin multiplicity: 1
E_HOMO (alpha / beta): -17.15 / -16.23 eV
energy: -1786.85904 hartree
total charge: +2


no.,largest force on an atom (eV/Å)
1,4.57
2,11.62